[1]
DFT (ωB97M-V/def2-TZVPD) results for a 10-piece molecular cluster, C29H63N4O10 overall.

Values from the calculation:
Total charge: +1
E in eV: -57522.781
Strongest force on any atom in eV/A: 0.7
E_HOMO in eV: -10.378
Frontier orbital gap in Ha: 0.2782
Multiplicity: 1

CARTESIAN COORDINATES (ANGSTROEM)
N  -1.336  -1.404  -2.334
C  -0.705  -0.923  -1.120
N  0.745  -0.772  -1.388
C  1.490  -1.919  -1.638
N  2.192  -2.047  -2.807
N  1.555  -2.876  -0.753
O  1.103  -2.703  0.513
H  -2.323  -1.598  -2.174
H  -0.911  -2.279  -2.629
H  -0.882  -1.541  -0.231
H  -1.058  0.088  -0.906
H  1.208  -0.160  -0.725
H  3.047  -2.597  -2.714
H  1.611  -2.348  -3.590
H  2.037  -3.749  -0.947
H  1.251  -3.569  1.006
C  -3.189  1.127  -3.652
C  -4.126  0.873  -2.495
O  -4.296  -0.254  -2.079
C  -4.801  2.070  -1.890
H  -2.828  0.169  -4.013
H  -3.643  1.709  -4.455
H  -2.344  1.728  -3.301
H  -5.392  2.586  -2.650
H  -4.054  2.790  -1.545
H  -5.443  1.776  -1.064
C  -5.044  6.669  -2.391
C  -5.059  5.589  -3.441
O  -6.007  4.849  -3.583
C  -3.822  5.460  -4.296
H  -5.983  6.666  -1.844
H  -4.201  6.517  -1.714
H  -4.882  7.643  -2.858
H  -2.957  5.276  -3.654
H  -3.618  6.397  -4.816
H  -3.952  4.654  -5.013
C  -1.401  6.393  0.525
C  -0.983  6.163  -0.905
O  -1.471  6.779  -1.823
C  0.085  5.117  -1.132
H  -2.167  7.162  0.573
H  -1.776  5.465  0.962
H  -0.539  6.690  1.125
H  -0.252  4.154  -0.739
H  0.988  5.380  -0.578
H  0.308  5.034  -2.192
C  1.894  -1.878  -7.737
C  1.013  -1.909  -6.517
O  0.566  -2.942  -6.068
C  0.738  -0.598  -5.824
H  2.032  -2.881  -8.129
H  1.453  -1.235  -8.501
H  2.860  -1.434  -7.486
H  0.312  0.155  -6.489
H  1.681  -0.187  -5.455
H  0.060  -0.789  -4.993
C  6.762  -1.607  -3.666
C  5.725  -1.708  -2.585
O  5.013  -2.689  -2.478
C  5.614  -0.543  -1.641
H  6.757  -2.500  -4.284
H  6.573  -0.722  -4.276
H  7.750  -1.464  -3.222
H  5.391  0.369  -2.199
H  6.573  -0.373  -1.147
H  4.845  -0.725  -0.894
C  3.298  -2.891  3.258
C  2.733  -4.267  3.055
O  1.882  -4.505  2.210
C  3.238  -5.338  3.965
H  2.860  -2.172  2.571
H  3.113  -2.585  4.291
H  4.383  -2.921  3.140
H  3.046  -5.030  4.997
H  4.321  -5.434  3.867
H  2.754  -6.286  3.748
C  1.853  -4.985  9.356
C  2.674  -5.238  8.121
O  2.770  -4.408  7.240
C  3.382  -6.566  8.044
H  1.391  -4.003  9.311
H  1.088  -5.757  9.459
H  2.485  -5.057  10.243
H  2.657  -7.380  8.110
H  4.047  -6.680  8.903
H  3.952  -6.646  7.122
C  4.443  -1.729  8.080
C  5.236  -1.379  9.318
O  4.801  -1.591  10.424
C  6.596  -0.762  9.099
H  3.489  -2.164  8.363
H  4.283  -0.840  7.466
H  4.997  -2.448  7.471
H  6.501  0.162  8.524
H  7.221  -1.433  8.506
H  7.072  -0.557  10.054
C  -9.279  3.842  -3.493
C  -9.924  3.535  -2.163
O  -9.344  3.705  -1.116
C  -11.336  3.000  -2.208
H  -8.275  4.226  -3.340
H  -9.252  2.937  -4.104
H  -9.884  4.566  -4.043
H  -11.368  2.079  -2.796
H  -11.990  3.711  -2.717
H  -11.699  2.813  -1.202



[2]
DFT (ωB97M-V/def2-TZVPD) results for C29H64FeGeN4O4SSbSi3 as an isolated structure in a non-equilibrium geometry.

Values from the calculation:
Total charge: -1
Expectation value of S²: 6.415
Energy above the lowest of the compared OMol25 structures with the same formula, charge and spin in kJ/mol: 609.53
E in eV: -177168.040
Strongest force on any atom in eV/A: 5.2
E_HOMO (alpha / beta) in eV: -1.815 / -1.815
Frontier orbital gap (alpha / beta) in Ha: 0.1268 / 0.1379
Multiplicity: 5

CARTESIAN COORDINATES (ANGSTROEM)
Fe  -1.467  0.290  0.105
N  -1.154  1.707  1.026
C  -0.624  2.925  1.037
C  0.790  2.996  0.736
C  1.491  4.165  0.978
C  0.778  5.238  1.471
C  -0.670  5.266  1.490
C  -1.365  4.091  1.299
H  1.309  2.100  0.504
H  2.567  4.269  0.886
H  1.249  6.160  1.780
H  -1.128  6.174  1.839
H  -2.438  4.112  1.279
C  5.378  -1.599  2.000
S  4.323  -0.708  0.903
O  4.689  0.696  1.028
O  4.576  -1.100  -0.569
O  2.945  -1.004  1.293
H  6.391  -1.416  1.561
H  5.073  -2.629  2.129
H  5.324  -1.048  2.995
C  -1.837  1.116  -5.579
C  -3.033  0.497  -4.760
N  -3.072  0.834  -3.348
C  -3.083  2.291  -3.106
C  -1.697  2.747  -2.843
C  -2.882  -0.046  -2.321
C  -2.825  -1.525  -2.622
N  -2.978  0.360  -1.063
H  -2.041  0.896  -6.595
H  -0.831  0.714  -5.387
H  -1.864  2.226  -5.524
H  -3.011  -0.570  -4.985
H  -4.005  0.818  -5.154
H  -3.779  2.478  -2.261
H  -3.438  2.799  -4.050
H  -1.414  2.768  -1.774
H  -1.644  3.784  -3.201
H  -0.943  2.206  -3.490
H  -3.832  -1.905  -2.972
H  -2.615  -2.043  -1.717
H  -2.086  -1.731  -3.461
H  -3.451  1.297  -1.109
O  1.520  -2.365  -1.335
C  0.779  -1.539  -0.873
N  0.015  -0.754  -0.361
C  6.738  0.633  -2.414
C  5.658  -0.099  -3.226
Sb  3.724  -0.046  -2.268
C  3.493  2.197  -1.894
C  3.347  2.926  -3.249
C  3.037  -1.121  -4.125
C  3.417  -2.623  -3.905
H  7.661  0.114  -2.605
H  6.491  0.588  -1.346
H  6.902  1.684  -2.695
H  5.936  -1.161  -3.378
H  5.476  0.413  -4.158
H  4.357  2.362  -1.280
H  2.604  2.195  -1.320
H  4.190  2.693  -3.946
H  3.219  3.985  -3.104
H  2.390  2.665  -3.833
H  3.625  -0.643  -4.907
H  1.924  -0.875  -4.247
H  4.061  -2.697  -3.014
H  3.997  -3.029  -4.706
H  2.502  -3.205  -3.785
C  -4.164  1.392  3.096
Si  -3.976  -0.520  2.864
C  -5.202  -1.300  1.639
C  -4.394  -1.270  4.562
Ge  -1.717  -1.026  2.068
Si  0.050  -0.377  3.856
C  1.319  0.797  3.233
C  -1.045  0.435  5.271
C  0.824  -1.997  4.489
Si  -1.632  -3.524  1.848
C  0.146  -4.211  1.599
C  -2.890  -3.899  0.454
C  -2.419  -4.125  3.439
H  -4.873  1.699  2.328
H  -3.255  1.984  2.997
H  -4.543  1.559  4.101
H  -4.770  -1.369  0.665
H  -6.078  -0.696  1.532
H  -5.542  -2.327  1.936
H  -3.741  -2.102  4.751
H  -5.448  -1.583  4.699
H  -4.233  -0.461  5.294
H  1.171  1.795  3.529
H  1.539  0.777  2.151
H  2.203  0.589  3.807
H  -0.895  1.527  5.296
H  -0.686  -0.013  6.181
H  -2.143  0.329  5.210
H  1.746  -2.099  3.999
H  0.300  -2.946  4.322
H  0.969  -1.994  5.606
H  0.102  -5.029  0.910
H  0.464  -4.608  2.579
H  0.899  -3.479  1.295
H  -3.119  -2.954  0.019
H  -3.802  -4.393  0.831
H  -2.301  -4.567  -0.199
H  -1.961  -3.702  4.349
H  -2.128  -5.236  3.432
H  -3.515  -4.067  3.492



[3]
DFT (ωB97M-V/def2-TZVPD) results for a 3-piece molecular cluster, C29H64N3O12P3S overall in a non-equilibrium geometry.

Values from the calculation:
Total charge: 0
SMILES string: CCCCCCCCCCCCC[C@@]1(CCC(N)=O)[C@H](P(=N)(O)O)NC(=O)[C@@H]1CSCC.COP(=O)(OC)OC.COP(=O)(OC)OC
Energy above the lowest of the compared OMol25 structures with the same formula, charge and spin in kJ/mol: 0.00
E in eV: -98850.239
Strongest force on any atom in eV/A: 8.8
E_HOMO in eV: -9.123
Frontier orbital gap in Ha: 0.2520
Multiplicity: 1

CARTESIAN COORDINATES (ANGSTROEM)
C  4.463  -1.892  1.523
C  5.037  -2.066  0.081
C  5.667  -0.743  -0.473
C  4.606  0.387  -0.613
C  5.142  1.522  -1.558
C  3.904  2.264  -2.194
C  4.042  3.799  -1.929
C  3.371  4.205  -0.560
C  2.043  4.987  -0.859
C  0.965  3.943  -1.271
C  -0.487  4.312  -0.864
C  -1.383  3.026  -1.048
C  -1.602  2.370  0.336
C  -2.532  1.100  0.336
C  -4.065  1.355  0.549
C  -4.666  2.618  -0.156
C  -5.334  2.370  -1.525
N  -4.869  2.906  -2.711
O  -6.343  1.711  -1.531
C  -2.060  -0.070  -0.613
P  -2.907  -0.425  -2.206
N  -2.676  0.620  -3.348
O  -4.523  -0.599  -2.017
O  -2.350  -1.886  -2.734
N  -2.303  -1.348  0.173
C  -2.725  -0.962  1.539
O  -3.427  -1.573  2.239
C  -2.043  0.408  1.704
C  -2.138  1.190  3.033
S  -0.760  0.727  4.143
C  0.653  1.653  3.429
C  1.528  0.836  2.428
H  5.120  -2.327  2.294
H  3.477  -2.389  1.569
H  4.311  -0.832  1.791
H  5.828  -2.833  0.054
H  4.222  -2.350  -0.609
H  6.506  -0.436  0.181
H  6.102  -0.994  -1.460
H  3.652  -0.037  -0.974
H  4.400  0.832  0.381
H  5.735  2.234  -0.960
H  5.815  1.105  -2.327
H  3.000  1.845  -1.720
H  3.844  2.079  -3.281
H  3.562  4.323  -2.779
H  5.097  4.123  -1.932
H  4.061  4.789  0.071
H  3.169  3.251  -0.037
H  2.281  5.647  -1.713
H  1.750  5.627  -0.011
H  1.204  2.993  -0.749
H  1.003  3.713  -2.352
H  -0.887  5.122  -1.494
H  -0.511  4.566  0.212
H  -2.299  3.319  -1.577
H  -0.774  2.315  -1.646
H  -2.128  3.115  0.966
H  -0.633  2.157  0.819
H  -4.681  0.493  0.222
H  -4.310  1.474  1.621
H  -3.966  3.465  -0.255
H  -5.482  2.977  0.497
H  -5.300  2.470  -3.518
H  -3.860  2.872  -2.802
H  -0.963  0.083  -0.660
H  -2.095  1.368  -2.968
H  -4.734  -1.465  -2.416
H  -1.567  -2.116  -2.210
H  -1.350  -1.659  0.383
H  -0.966  0.173  1.573
H  -3.061  0.855  3.549
H  -2.224  2.282  2.937
H  0.226  2.545  2.933
H  1.311  2.024  4.229
H  1.341  1.104  1.369
H  2.593  1.065  2.615
H  1.403  -0.255  2.525
C  -6.335  -2.462  -6.076
O  -7.318  -2.325  -5.056
P  -8.589  -1.262  -5.366
O  -8.844  -1.627  -6.803
O  -7.634  0.044  -5.226
C  -6.868  0.200  -4.019
O  -9.947  -0.290  -5.146
C  -11.219  -0.921  -5.325
H  -5.427  -2.840  -5.604
H  -6.670  -3.182  -6.821
H  -6.114  -1.506  -6.551
H  -5.825  -0.037  -4.229
H  -7.231  -0.448  -3.222
H  -6.937  1.229  -3.689
H  -11.245  -1.895  -4.839
H  -11.433  -1.032  -6.388
H  -11.979  -0.282  -4.878
C  8.893  -6.581  5.489
O  7.851  -6.447  6.448
P  6.576  -5.410  6.054
O  6.472  -5.844  4.611
O  7.511  -4.084  6.214
C  8.161  -3.853  7.469
O  5.200  -4.433  5.952
C  3.985  -5.112  5.619
H  9.778  -6.937  6.019
H  8.614  -7.318  4.737
H  9.126  -5.629  5.012
H  9.221  -4.087  7.370
H  7.735  -4.460  8.268
H  8.053  -2.800  7.730
H  3.880  -6.029  6.197
H  3.971  -5.341  4.555
H  3.145  -4.456  5.847



[4]
DFT (ωB97M-V/def2-TZVPD) results for a 6-piece molecular cluster, C29H64N7O11P overall.

Values from the calculation:
Total charge: 0
SMILES string: COCCC[C@@](CC(=O)N(C)C)(OC(=O)CC(C)C)P(=N)(O)O.CN(C)C=O.CN(C)C=O.CN(C)C=O.CN(C)C=O.CN(C)C=O
E in eV: -73353.392
Strongest force on any atom in eV/A: 0.9
E_HOMO in eV: -8.626
Frontier orbital gap in Ha: 0.3401
Multiplicity: 1

CARTESIAN COORDINATES (ANGSTROEM)
C  -5.500  -0.264  -1.563
O  -4.112  -0.146  -1.783
C  -3.513  0.888  -1.022
C  -2.006  0.878  -1.274
C  -1.157  0.696  -0.008
C  0.126  1.534  0.090
C  0.987  1.017  1.285
C  1.077  1.729  2.639
O  1.807  2.681  2.777
N  0.427  1.187  3.757
C  -0.725  0.323  3.539
C  1.393  0.643  4.727
O  0.974  1.288  -1.036
C  0.719  1.724  -2.325
O  0.706  2.884  -2.581
C  0.655  0.578  -3.302
C  -0.380  0.637  -4.462
C  -1.174  1.939  -4.598
C  -1.357  -0.565  -4.418
P  -0.329  3.328  0.311
N  -1.290  3.927  -0.728
O  1.116  3.965  0.440
O  -0.834  3.337  1.854
H  -5.770  -0.003  -0.533
H  -6.063  0.385  -2.245
H  -5.785  -1.299  -1.746
H  -3.744  0.725  0.041
H  -3.944  1.854  -1.320
H  -1.719  1.784  -1.806
H  -1.828  0.035  -1.947
H  -1.750  0.927  0.885
H  -0.882  -0.358  0.096
H  0.684  -0.016  1.449
H  2.016  0.998  0.931
H  -0.981  -0.143  4.489
H  -0.578  -0.492  2.821
H  -1.582  0.919  3.217
H  2.053  -0.113  4.279
H  2.000  1.450  5.130
H  0.857  0.186  5.552
H  0.548  -0.348  -2.739
H  1.665  0.544  -3.728
H  0.178  0.517  -5.389
H  -1.952  2.031  -3.837
H  -0.543  2.825  -4.572
H  -1.669  1.925  -5.573
H  -1.204  -1.199  -3.541
H  -1.213  -1.200  -5.293
H  -2.394  -0.222  -4.418
H  -2.142  4.338  -0.368
H  1.347  4.250  1.336
H  -1.785  3.169  1.886
C  -3.173  0.539  8.139
N  -3.488  0.899  6.775
C  -2.845  2.050  6.171
C  -4.356  0.194  6.022
O  -4.636  0.460  4.868
H  -3.431  1.347  8.827
H  -2.109  0.317  8.248
H  -3.742  -0.347  8.416
H  -3.583  2.787  5.852
H  -2.274  1.756  5.291
H  -2.165  2.508  6.885
H  -4.797  -0.664  6.558
C  2.685  -4.421  -6.569
N  2.256  -3.054  -6.353
C  3.007  -2.194  -5.457
C  1.166  -2.547  -6.961
O  0.776  -1.400  -6.807
H  2.683  -4.982  -5.632
H  3.696  -4.449  -6.985
H  2.009  -4.898  -7.276
H  2.378  -1.849  -4.635
H  3.378  -1.313  -5.982
H  3.847  -2.756  -5.055
H  0.654  -3.268  -7.612
C  2.650  -5.026  5.911
N  2.125  -3.712  6.213
C  2.862  -2.832  7.105
C  0.966  -3.263  5.693
O  0.500  -2.163  5.925
H  2.749  -5.627  6.817
H  3.629  -4.957  5.433
H  1.969  -5.537  5.232
H  2.259  -2.571  7.974
H  3.132  -1.906  6.598
H  3.766  -3.342  7.431
H  0.476  -3.989  5.024
C  -0.150  -2.987  -12.274
N  -0.166  -4.039  -11.280
C  -1.110  -5.136  -11.413
C  0.665  -4.038  -10.224
O  0.682  -4.901  -9.362
H  -1.115  -2.480  -12.320
H  0.080  -3.388  -13.263
H  0.612  -2.256  -12.010
H  -1.771  -5.182  -10.548
H  -0.585  -6.089  -11.484
H  -1.701  -4.981  -12.312
H  1.343  -3.168  -10.203
C  3.658  6.136  7.319
N  3.027  4.992  6.703
C  2.828  4.964  5.260
C  2.603  3.928  7.413
O  2.069  2.959  6.906
H  3.085  7.048  7.136
H  4.669  6.283  6.934
H  3.718  5.977  8.395
H  1.771  4.866  5.016
H  3.339  4.113  4.812
H  3.219  5.887  4.837
H  2.784  4.019  8.497



The lowest total charge belongs to which entry? C29H64FeGeN4O4SSbSi3



Which value of E does entry 4 give? -73353.392 eV



Which of these has the lowest E? C29H64FeGeN4O4SSbSi3